ORCA calculation (ωB97M-V/def2-TZVPD) on one molecule with the formula C7H7NO at a distorted geometry.

Atoms and positions in Å:
C  2.2648  1.1348  -0.1628
C  -0.3833  1.2862  0.4322
C  2.8814  -0.0369  -0.2560
C  0.8388  0.8585  0.0129
C  0.8316  -0.7140  -0.0456
C  -1.3554  -0.5278  0.3429
C  -2.6035  -0.7434  -0.3854
N  -0.3106  -1.2747  0.0581
O  2.1176  -1.1567  -0.0793
H  2.7330  2.1431  -0.2833
H  -0.6381  2.1935  0.8876
H  3.9609  -0.2717  -0.3120
H  -1.5739  -0.4227  1.3839
H  -2.6690  -1.7675  -0.2175
H  -2.6290  -0.4840  -1.4870
H  -3.4653  -0.2166  0.1113

Values from the calculation:
Net charge: 0
Max |F| in eV Å⁻¹: 5.4
E_tot in eV: -10906.04151
Relative energy (zero: lowest compared OMol25 entry of this formula, charge and spin) in kJ/mol: 318.1
HOMO energy in eV: -8.4639
Spin multiplicity: 1
Gap between HOMO and LUMO in hartree: 0.3315

=====

ORCA calculation (ωB97M-V/def2-TZVPD) on a 2-piece molecular cluster, C5H12NO overall at a distorted geometry.

Atoms and positions in Å:
C  -2.5978  2.3796  -0.3624
C  -1.1190  2.2016  -0.7057
C  -0.5977  0.8050  -0.6978
C  0.0744  0.1876  0.2656
N  0.9449  -0.9363  -0.0300
C  1.3977  -1.2230  -1.1976
H  -2.9329  1.5453  0.2612
H  -3.2023  2.1507  -1.2497
H  -2.9383  3.3018  0.0843
H  -0.5944  2.7175  0.1138
H  -0.7379  2.7448  -1.5705
H  -0.9980  0.2165  -1.5277
H  0.0642  0.3920  1.3291
H  1.0006  -1.6664  0.6942
H  0.8233  -0.8726  -2.0451
H  2.2307  -1.9057  -1.1474
H  2.2213  -2.9634  2.7646
H  0.8943  -3.1367  2.0815
O  1.7785  -2.7669  1.9246

Values from the calculation:
Net charge: +1
Max |F| in eV Å⁻¹: 2.9
E_tot in eV: -8908.29710
Relative energy (zero: lowest compared OMol25 entry of this formula, charge and spin) in kJ/mol: 225.0
HOMO energy in eV: -13.9736
Spin multiplicity: 1
Gap between HOMO and LUMO in hartree: 0.3155

=====

ORCA calculation (ωB97M-V/def2-TZVPD) on one molecule with the formula C4H10O2.

Atoms and positions in Å:
C  0.0996  -0.7439  -1.9392
C  0.1771  -0.5826  -0.4359
O  1.5305  -0.6269  0.0372
C  -0.4070  0.7617  -0.0142
C  -0.9764  0.1383  2.2062
O  0.0742  1.0794  1.3064
H  0.5979  -1.6634  -2.2549
H  -0.9422  -0.7759  -2.2753
H  0.5831  0.1103  -2.4324
H  -0.3367  -1.3867  0.0981
H  2.0687  -0.1216  -0.5877
H  -1.4976  0.7191  0.0296
H  -0.0688  1.5716  -0.6646
H  -0.2997  -0.1299  3.0304
H  -1.5635  1.0030  2.5560
H  0.9608  0.6475  1.3401

Values from the calculation:
Net charge: 0
Max |F| in eV Å⁻¹: 0.6
E_tot in eV: -8400.88006
Relative energy (zero: lowest compared OMol25 entry of this formula, charge and spin) in kJ/mol: 450.3
HOMO energy in eV: -7.1910
Spin multiplicity: 1
Gap between HOMO and LUMO in hartree: 0.2868

=====

ORCA calculation (ωB97M-V/def2-TZVPD) on one molecule with the formula C4H2Cl2N2O2 at a distorted geometry.

Atoms and positions in Å:
O  2.3381  -2.7299  0.0888
N  1.9954  -1.6232  0.3408
C  2.5873  -0.5376  0.0373
Cl  4.2415  -0.5375  -0.4424
C  1.9719  0.8078  0.1861
Cl  3.0246  2.2342  0.3301
C  0.6380  0.9799  -0.0371
N  -0.3746  0.1192  -0.3113
C  -0.4562  -1.0466  0.1522
O  0.5600  -1.5875  0.9199
H  0.1158  2.0017  0.0039
H  -1.2717  -1.7680  0.0916

Values from the calculation:
Net charge: 0
Max |F| in eV Å⁻¹: 3.9
E_tot in eV: -36295.03405
Relative energy (zero: lowest compared OMol25 entry of this formula, charge and spin) in kJ/mol: 290.0
HOMO energy (spin up / spin down) in eV: -9.0798 / -9.0804
Spin multiplicity: 1
Gap between HOMO and LUMO (spin up / spin down) in hartree: 0.3058 / 0.3058

=====

ORCA calculation (ωB97M-V/def2-TZVPD) on C27H35IN4P2W as an isolated structure at a distorted geometry.

Atoms and positions in Å:
W  -0.7654  1.3605  -4.4338
C  -1.9485  1.5338  -6.0790
C  -1.5364  0.1574  -5.9804
C  -0.4764  -0.4116  -6.8966
C  0.8032  0.4303  -6.8989
C  0.9777  1.1518  -5.5700
C  0.6352  2.5375  -5.3566
C  -0.0825  3.3287  -6.3791
C  -1.3003  2.5668  -6.9873
C  0.0426  1.5867  -2.3855
H  -2.9855  1.7422  -5.8211
H  -2.3017  -0.5430  -5.6331
H  -0.8764  -0.5246  -7.9147
H  -0.2345  -1.4305  -6.5667
H  1.6594  -0.2502  -7.0214
H  0.8226  1.0911  -7.7844
H  1.8756  0.8302  -5.0438
H  1.3019  3.0795  -4.7029
H  0.6209  3.5531  -7.1903
H  -0.4173  4.2824  -5.9530
H  -2.0629  3.3225  -7.2124
H  -0.9999  2.1171  -7.9440
H  -0.9483  1.9453  -2.0676
H  0.7675  2.4164  -2.4359
H  0.3103  0.8506  -1.6096
P  1.6666  -0.6391  -2.8042
P  -1.3506  -1.2987  -2.2879
N  3.2298  0.1689  -3.3688
N  2.4138  -1.5556  -1.6178
N  -2.0505  0.0084  -3.3567
N  -2.7288  -2.3451  -2.0510
C  0.9979  -1.8739  -3.9714
C  -0.4697  -2.2788  -3.6257
C  3.4335  1.5640  -3.2993
C  4.6669  1.8828  -3.8475
C  5.2729  0.6495  -4.2670
C  4.3791  -0.3721  -3.9572
C  3.1647  -0.9196  -0.6047
C  3.9529  -1.8839  -0.0027
C  3.6711  -3.1463  -0.6383
C  2.7129  -2.9222  -1.6145
C  -1.7934  3.0413  -3.8792
C  -3.1250  2.9652  -3.5585
C  -3.8333  1.7540  -3.3311
C  -3.3142  0.4686  -3.2270
C  -3.7965  -2.6377  -2.9037
C  -4.8158  -3.2261  -2.1666
C  -4.3926  -3.2556  -0.7979
C  -3.0920  -2.7606  -0.7598
H  1.6538  -2.7572  -4.0197
H  1.0306  -1.4263  -4.9797
H  -1.1065  -2.2139  -4.5272
H  -0.4711  -3.3260  -3.2723
H  2.6736  2.2073  -2.8787
H  5.0903  2.8857  -3.9415
H  6.2468  0.5544  -4.7382
H  4.4502  -1.4367  -4.1195
H  3.0334  0.1371  -0.4261
H  4.6499  -1.6984  0.7936
H  4.1174  -4.0958  -0.4133
H  2.1918  -3.5849  -2.2829
H  -1.2174  3.9469  -3.6730
H  -3.7401  3.8580  -3.4301
H  -4.8991  1.8318  -3.1134
H  -4.0187  -0.2795  -2.8640
H  -3.7298  -2.4257  -3.9619
H  -5.7634  -3.5815  -2.5528
H  -4.9784  -3.5536  0.0647
H  -2.3984  -2.6824  0.0625
I  -2.5118  0.1398  0.2771

Values from the calculation:
Net charge: +2
Max |F| in eV Å⁻¹: 5.1
E_tot in eV: -63005.99893
Relative energy (zero: lowest compared OMol25 entry of this formula, charge and spin) in kJ/mol: 163.0
HOMO energy (spin up / spin down) in eV: -13.7758 / -13.7587
Spin multiplicity: 3
Gap between HOMO and LUMO (spin up / spin down) in hartree: 0.1925 / 0.1667

=====

ORCA calculation (ωB97M-V/def2-TZVPD) on C2H9BNO2 as an isolated structure at a distorted geometry.

Atoms and positions in Å:
B  1.5250  0.4529  0.6006
C  -1.9609  -0.4795  -0.9781
C  0.0797  0.6565  -0.1676
N  -0.9004  -0.5418  0.0162
O  2.4083  1.4299  0.7141
O  1.7919  -0.7993  1.0304
H  -2.1819  0.5031  -1.2053
H  -1.6016  -1.1414  -1.7623
H  -2.9437  -0.8263  -0.8230
H  0.2852  1.0093  -1.4689
H  -0.4635  1.4187  0.3335
H  -1.2636  -0.5702  0.9655
H  -0.4353  -1.5116  -0.1698
H  3.1574  1.3571  1.2788
H  2.5033  -0.9575  1.6359

Values from the calculation:
Net charge: +1
Max |F| in eV Å⁻¹: 4.6
E_tot in eV: -8476.17663
Relative energy (zero: lowest compared OMol25 entry of this formula, charge and spin) in kJ/mol: 181.1
HOMO energy in eV: -16.0560
Spin multiplicity: 1
Gap between HOMO and LUMO in hartree: 0.4627

=====

ORCA calculation (ωB97M-V/def2-TZVPD) on a 2-piece molecular cluster, C4H14NO2 overall at a distorted geometry.

Atoms and positions in Å:
C  0.7136  -0.3713  1.3698
C  -0.1715  0.8840  0.8997
C  -0.2066  1.1504  -0.7298
C  1.1964  1.2094  -1.3033
O  2.2113  1.8164  -0.5363
N  0.1268  -1.6358  0.8001
H  1.7871  -0.3702  1.1185
H  0.5950  -0.4930  2.5153
H  0.2191  1.8048  1.3140
H  -1.3063  0.6504  1.1342
H  -0.6382  0.4999  -1.4698
H  -0.6166  2.1418  -0.6685
H  0.9527  1.6047  -2.3308
H  1.5368  0.1975  -1.5576
H  2.3058  2.7284  -0.9711
H  -0.4830  -2.0425  1.5465
H  -0.5646  -1.6461  0.0578
H  0.8444  -2.3684  0.6461
H  -2.9603  -2.5136  -0.2255
H  -3.0809  -1.4445  -1.1572
O  -2.4608  -1.8022  -0.4521

Values from the calculation:
Net charge: +1
Max |F| in eV Å⁻¹: 4.5
E_tot in eV: -9952.38813
Relative energy (zero: lowest compared OMol25 entry of this formula, charge and spin) in kJ/mol: 228.9
HOMO energy in eV: -13.6764
Spin multiplicity: 1
Gap between HOMO and LUMO in hartree: 0.3792

=====

ORCA calculation (ωB97M-V/def2-TZVPD) on a 12-piece molecular cluster, C53H114NO21S7 overall at a distorted geometry.

Atoms and positions in Å:
C  2.3995  -3.5165  -0.5594
C  2.4589  -2.0954  -1.1742
C  1.0110  -1.5041  -1.3371
N  0.9956  -0.0828  -1.9322
C  1.6821  0.0025  -3.3257
C  1.6664  0.9249  -0.9057
C  1.0116  2.2632  -1.0235
C  -0.2927  2.0294  -1.7812
C  -0.4925  0.4813  -1.9793
H  2.1417  -3.4483  0.4975
H  3.3003  -4.1288  -0.6013
H  1.6461  -4.1117  -1.0754
H  3.0551  -2.1501  -2.0850
H  3.1088  -1.4788  -0.5533
H  0.3701  -1.5232  -0.4556
H  0.5879  -1.9995  -2.2109
H  1.3747  0.9157  -3.8352
H  1.3453  -0.8418  -3.9273
H  2.7587  0.0202  -3.1564
H  2.7558  0.9045  -0.9360
H  1.3387  0.5329  0.0571
H  1.6414  2.9536  -1.5845
H  0.6678  2.5668  -0.0347
H  -0.1771  2.3907  -2.8031
H  -1.1895  2.3925  -1.2792
H  -0.7462  0.2603  -3.0161
H  -1.0764  -0.0921  -1.2593
O  3.6227  -11.0540  -2.2680
S  3.9749  -9.6297  -1.9925
O  3.2733  -8.5122  -2.6647
O  3.9138  -9.3718  -0.3608
C  4.0559  -10.5267  0.4846
C  3.6679  -10.2077  1.9610
C  5.8108  -9.3534  -2.3265
H  5.1185  -10.7692  0.4888
H  3.5995  -11.4476  0.1217
H  2.5912  -10.0990  2.0916
H  4.0832  -9.3766  2.5310
H  3.8660  -11.0440  2.6315
H  5.9164  -9.5222  -3.3982
H  6.4309  -10.0408  -1.7511
H  6.0133  -8.3216  -2.0394
O  -3.3962  -0.2571  3.4253
S  -2.8355  -1.4056  4.1409
O  -1.4135  -1.7236  3.9267
O  -3.1331  -1.1097  5.7584
C  -2.3534  -1.7002  6.7607
C  -2.6950  -0.8245  8.0567
C  -3.8209  -2.9685  3.7761
H  -1.2653  -1.7527  6.7239
H  -2.7382  -2.6929  6.9943
H  -2.6722  -1.5043  8.9085
H  -3.7080  -0.4221  8.0515
H  -2.0489  0.0271  8.2699
H  -4.8108  -2.6010  3.5054
H  -3.7971  -3.5285  4.7109
H  -3.3696  -3.4129  2.8891
O  4.7948  -0.8685  -7.9892
S  3.6343  -0.9147  -8.8319
O  2.5529  0.0312  -8.6815
O  4.1927  -0.9523  -10.3848
C  3.2036  -0.8787  -11.4713
C  2.9789  0.5874  -12.0334
C  2.9063  -2.5593  -8.7005
H  2.2280  -1.2412  -11.1477
H  3.4431  -1.4796  -12.3486
H  2.5084  1.1911  -11.2572
H  2.3208  0.4428  -12.8901
H  3.9993  0.9504  -12.1559
H  1.8394  -2.4963  -8.9145
H  2.8851  -2.9760  -7.6935
H  3.4433  -3.1195  -9.4659
O  -4.2037  6.3466  -5.6075
S  -3.3974  5.3452  -6.3032
O  -1.8919  5.3126  -6.3655
O  -3.9136  3.8622  -5.7662
C  -5.3196  3.6361  -5.7340
C  -5.7729  2.8144  -4.5929
C  -3.9574  5.2505  -8.0599
H  -5.5113  3.1302  -6.6802
H  -5.8658  4.5785  -5.7741
H  -6.8559  2.6912  -4.5840
H  -5.3151  3.1994  -3.6817
H  -5.4220  1.7999  -4.7820
H  -3.4944  6.1331  -8.5012
H  -5.0414  5.3147  -7.9660
H  -3.6023  4.2836  -8.4166
O  6.9421  0.2336  -0.2281
S  8.1690  0.4030  0.5108
O  9.3005  1.1683  -0.0180
O  7.8510  0.8358  2.0349
C  8.9061  0.9326  3.0038
C  8.3712  1.6071  4.2271
C  8.7082  -1.4168  0.8089
H  9.7397  1.4616  2.5418
H  9.2080  -0.0492  3.3686
H  7.6974  2.3849  3.8676
H  9.1838  1.9000  4.8920
H  7.7031  1.0337  4.8697
H  8.8790  -1.8049  -0.1952
H  7.8707  -2.0461  1.1098
H  9.5072  -1.6220  1.5214
O  -2.6361  11.4858  -1.9346
S  -2.0906  11.5774  -0.5610
O  -3.0499  11.4520  0.5785
O  -0.8315  10.4806  -0.2817
C  -0.0949  10.0291  -1.4181
C  -0.8324  8.7747  -2.0018
C  -1.1396  13.1190  -0.4427
H  0.8818  9.7468  -1.0250
H  0.0220  10.8235  -2.1551
H  -1.8193  9.1861  -2.2136
H  -0.8078  7.9510  -1.2883
H  -0.4929  8.4854  -2.9964
H  -0.2282  12.9882  -1.0260
H  -0.9722  13.3690  0.6050
H  -1.6887  13.9617  -0.8629
O  -3.5161  -4.0968  -3.8254
S  -3.0237  -5.3803  -4.2865
O  -1.6949  -5.3864  -4.9684
O  -2.8786  -6.3431  -2.9446
C  -2.2875  -7.7329  -3.0714
C  -1.7103  -8.1192  -1.7339
C  -4.3238  -6.1870  -5.3828
H  -1.4438  -7.6687  -3.7584
H  -3.0397  -8.4044  -3.4854
H  -0.9732  -7.4393  -1.3067
H  -1.3066  -9.1314  -1.7537
H  -2.5144  -8.1415  -0.9983
H  -4.3165  -5.4964  -6.2261
H  -5.2521  -6.1444  -4.8132
H  -4.0376  -7.2055  -5.6450
C  -9.2647  -0.8736  1.9294
C  -8.1071  -0.5168  1.3483
C  -7.5331  -1.2335  0.3136
C  -8.2230  -2.4491  -0.0889
C  -9.4211  -2.7674  0.5419
C  -9.9115  -2.0198  1.5795
H  -9.6315  -0.4188  2.8377
H  -7.6772  0.4081  1.7032
H  -6.5697  -0.9204  -0.0610
H  -7.7790  -3.0687  -0.8540
H  -9.8848  -3.7349  0.4188
H  -10.7964  -2.2978  2.1327
C  1.9784  3.5258  3.8592
C  2.3230  4.8386  3.5494
C  1.3700  5.7786  3.8225
C  0.1186  5.4205  4.2099
C  -0.1698  4.1246  4.5857
C  0.7908  3.0956  4.5032
H  2.7367  2.8191  3.5560
H  3.3164  5.0657  3.1916
H  1.6614  6.7617  3.4832
H  -0.7254  6.0934  4.1745
H  -1.1073  3.8443  5.0428
H  0.6604  2.0477  4.7297
C  3.1571  -2.5022  7.8995
C  3.5666  -2.9143  6.4648
C  4.9490  -3.7270  6.4822
C  5.2285  -4.5659  5.1836
C  6.4202  -5.4781  5.0734
C  7.7068  -4.6442  5.0715
H  2.3846  -1.7495  8.0569
H  4.1338  -2.3058  8.3417
H  2.7596  -3.4375  8.2936
H  2.7927  -3.4908  5.9580
H  3.7085  -2.0029  5.8840
H  4.9084  -4.3709  7.3608
H  5.7652  -3.0183  6.6224
H  4.2482  -4.9387  4.8867
H  5.2841  -3.7746  4.4360
H  6.5470  -6.2731  5.8084
H  6.2808  -6.2359  4.3024
H  7.7775  -4.0525  4.1588
H  7.8596  -4.0897  5.9973
H  8.6426  -5.1974  4.9913
C  -5.6264  4.9149  6.3286
C  -5.6631  5.5424  4.9522
C  -6.1360  4.7557  3.7391
C  -5.5237  5.2059  2.3843
C  -6.2551  6.4135  1.8207
C  -5.5576  7.0625  0.6239
H  -4.7211  4.3242  6.4687
H  -6.4427  4.2381  6.5809
H  -5.5095  5.7315  7.0410
H  -6.2450  6.4627  5.0021
H  -4.6119  5.8058  4.8347
H  -7.2222  4.6678  3.7640
H  -5.8746  3.6976  3.7517
H  -4.4575  5.3800  2.5293
H  -5.5863  4.3806  1.6750
H  -7.2858  6.1628  1.5701
H  -6.2948  7.1994  2.5750
H  -5.9748  8.0682  0.5734
H  -4.5044  7.2681  0.8153
H  -5.3104  6.4629  -0.2522

Values from the calculation:
Net charge: +1
Max |F| in eV Å⁻¹: 4.5
E_tot in eV: -177127.62400
HOMO energy in eV: -10.5915
Spin multiplicity: 1
Gap between HOMO and LUMO in hartree: 0.3200